The following is a DFT calculation (ωB97M-V/def2-TZVPD) of a 5-piece molecular cluster, C35H30Br2F33NO8 overall in a non-equilibrium geometry.

The geometry in XYZ format:
```
109
C35H30Br2F33NO8 | the OMol25 dataset | ωB97M-V/def2-TZVPD
H 7.7679 3.0206 5.6028
C 2.7535 3.3038 3.8755
C -0.7561 -7.2667 -2.1761
O 5.4408 4.8309 2.3617
H 0.5703 2.5715 6.1691
C 7.1534 0.8832 5.4382
H 6.0719 0.4728 5.5453
C 7.0264 2.4122 4.9518
H -0.7452 -1.7021 -5.4653
C 2.0598 0.6522 4.0910
F -6.9469 3.5018 3.2765
F -1.8051 1.8885 -3.3026
F -0.3466 -8.4514 -2.7205
H 2.8257 -0.8845 -9.8889
H 2.5836 4.4174 4.0424
C 4.3947 1.2789 3.0058
H -0.5726 3.8315 -1.2184
F -1.9454 -2.2788 -6.9386
F -1.7483 -5.0439 0.0800
H 7.6008 0.8109 6.4969
H -8.4478 1.9775 4.0077
C -5.3345 2.7171 1.6779
O -7.4317 1.5700 2.2133
C 5.8527 1.2367 2.3544
C -6.2309 1.3706 5.4870
F -1.6651 0.4312 -6.6678
H 1.0978 4.1312 -1.5535
H -6.9768 1.8068 6.1587
H -1.8284 2.3054 4.9871
H 0.3950 1.4906 -6.7006
O 7.4119 2.6553 3.5746
F -4.6078 1.9820 2.5501
C -1.3133 3.0660 -3.7335
F -5.3672 0.6490 6.2458
O 1.7212 0.4197 -7.7501
C -1.0479 1.2065 3.2124
F -4.7521 3.9402 1.6199
H 0.9684 -0.5113 -1.1679
F -5.5091 2.3690 4.9409
C -6.7970 2.8297 2.1191
F -0.0622 1.0880 0.6413
F -0.7668 -7.4595 -0.8349
F -1.4370 1.7758 -0.8710
F 0.2003 -2.5593 -6.9903
N 6.3742 2.5650 2.7095
C 5.3603 3.6284 2.6937
C 0.6700 0.4342 -6.7755
H -0.3807 1.8235 2.5022
H -1.9882 3.8648 -3.4106
H 4.8413 -1.3521 2.6813
F -7.4942 3.5266 1.1915
F -7.5613 -0.5113 5.0928
F -1.7175 -2.8798 -0.1020
C -0.2044 1.2610 -0.6948
C 2.8276 -2.1833 2.2526
Br -0.9447 0.1562 6.0603
C -0.7648 -1.7235 -6.5596
C -0.0073 -0.0812 -1.4056
F -0.0888 0.0518 -2.7504
F 0.5224 4.5133 -3.7676
C 3.8123 -1.3626 3.2136
H -2.1722 -6.9125 -3.7922
F 1.4277 -2.2727 2.4954
F -0.9665 -0.9649 -1.0438
C 0.3205 -6.2183 -2.5258
F 3.3841 -2.5633 -8.9694
H 1.0354 0.1748 -5.7780
O 0.7673 2.2182 -1.0665
H -0.7666 0.0851 3.1469
C 2.6003 -0.6872 -7.7331
F 2.3703 -1.4333 -6.6357
C -2.1621 -6.9773 -2.6996
O 0.6346 -5.2541 -1.5131
F -2.6766 -5.8387 -2.1971
F 0.9669 2.3874 -3.7472
C 4.0652 2.8007 3.2286
F 1.3079 -1.9928 -9.2556
C 3.4065 0.1660 3.4293
C 0.1137 3.3171 -3.2500
C -0.1777 -4.0994 -1.4493
C -0.6268 -0.3176 -7.1419
H -0.2368 -3.9314 0.7214
C 0.2986 3.4030 -1.7215
C 1.7293 2.1799 4.3160
C -6.8874 0.4784 4.4348
C 0.3728 2.6301 5.0286
H 5.9850 2.7787 5.2432
F -3.0144 -7.9713 -2.3394
F -0.7652 -0.3320 -8.4905
F -0.9919 -4.0571 -2.5217
H -2.1242 1.3941 2.8808
H 4.0164 -1.8962 4.2227
C -7.9058 1.1714 3.5058
O 6.4331 0.3569 1.6687
H 0.1445 -5.7470 -3.4966
O 3.3189 -2.7899 1.2742
H -8.6715 0.4217 3.2852
C -0.9319 -3.9851 -0.1199
H 1.2528 -6.7757 -2.6564
F 3.8423 -0.1705 -7.5778
F -1.3503 3.0186 -5.0890
C 2.5458 -1.4993 -9.0305
H 7.6648 0.1980 4.6763
Br -0.1925 4.4972 4.6584
F 0.6663 -3.0469 -1.5819
C -0.8880 1.6773 4.7397
F -5.9542 -0.1485 3.6783
H 1.3390 -0.1871 4.4159
H -5.2576 2.2479 0.6945
```

The value obtained for the electronic energy is -10451.67971 hartree. Its HOMO energy is -9.52 eV. The multiplicity is 1. Its SMILES is CCON1C(=O)c2cc([C@@H](Br)[C@@H](C)Br)cc(CC(=O)F)c2C1=O.FC(F)C(F)(F)COC(F)(F)C(F)F.FC(F)C(F)(F)COC(F)(F)C(F)F.FC(F)C(F)(F)COC(F)(F)C(F)F.FC(F)C(F)(F)COC(F)(F)C(F)F.

The following is a DFT calculation (ωB97M-V/def2-TZVPD) of C35H30F2N8ORh as an isolated structure in a non-equilibrium geometry.

The geometry in XYZ format:
```
77
C35H30F2N8ORh | the OMol25 dataset | ωB97M-V/def2-TZVPD
H 0.0187 4.7869 2.3810
C 1.0104 1.0732 2.3856
H 1.6067 -2.2765 -0.3279
C 3.2424 -1.5465 3.4708
N 0.7061 2.3377 2.2324
C -1.9414 -4.6991 1.2541
H -4.5581 -1.3115 -2.7477
H 3.9913 2.2359 -2.5110
C 1.9426 2.4360 -1.0306
N 0.4330 -2.3739 2.6119
C -2.4236 3.4237 -2.3202
F -4.2362 0.7205 -3.8338
H -3.8386 3.2774 -3.9386
H 2.7874 2.9907 -0.6170
C 0.8478 -1.1299 2.5827
H -3.4541 -1.6940 0.7715
Rh -1.1076 0.2954 0.3964
C -2.5812 -2.3423 0.8800
C -1.6895 -2.3588 -0.4756
C -2.9011 -3.8193 0.5364
H 2.6715 -1.0350 -3.9177
N 2.4116 1.2190 -1.6508
C -3.7362 -1.6660 -2.1448
C -0.5359 2.7621 1.9735
N -1.7296 -1.9071 1.8639
H -3.5656 1.6516 1.3056
C -3.2920 2.7576 -3.1693
C -3.4266 1.3939 -3.0017
N 0.1970 -0.0048 2.1919
C 2.2966 0.6186 2.8840
H -0.6834 -2.6805 -0.2010
H 1.4278 3.0603 -1.7643
C -2.7965 2.3801 1.5437
C -3.6721 -2.9732 -1.7909
H -4.1580 4.0101 1.7477
H 4.8123 0.1956 -3.7983
C -3.1290 3.6935 1.7813
H 2.7879 -3.0875 -1.3738
N -1.5383 1.9287 1.5834
C 1.9516 -2.3887 -1.3548
H -2.0749 -5.7662 1.1502
H 1.2608 2.1814 -0.2208
C -1.8694 1.4180 -1.1339
C 1.9343 0.0236 -1.2464
H 4.8469 0.0082 -2.0365
C -0.8103 4.1417 2.1405
H 5.2589 -1.4565 4.1580
H -2.3102 5.6567 2.1246
C -2.5618 -3.5158 -0.9689
H 3.5469 2.3411 3.1350
H 1.1388 -2.7853 -1.9718
C 3.3516 1.3796 -2.7408
H -3.9344 -4.1329 0.7028
H -2.0417 -4.3268 -1.4852
C 2.1871 -0.7774 3.0171
C 3.4662 1.2709 3.2290
C -2.7477 -0.7163 -1.7478
H -4.4295 -3.6611 -2.1320
C 4.1948 0.1244 -2.9039
C 3.2647 -1.0765 -2.9949
C -2.7301 0.6992 -2.0058
H 5.4470 0.9726 3.9762
C 4.4143 -0.8868 3.8034
F -2.2544 4.7441 -2.4706
H 2.8091 1.6055 -3.6680
C -0.9623 -4.1998 2.0231
O 1.1343 -0.0633 -0.2892
N -1.6848 -1.0938 -1.0156
C 4.5209 0.4966 3.6929
C -0.7595 -2.7655 2.1936
N 2.3937 -1.1019 -1.8393
C -1.7133 2.7793 -1.3117
H -1.0665 3.3811 -0.6863
H -0.2667 -4.8385 2.5445
H 3.8429 -2.0031 -3.0101
C -2.0946 4.6044 2.0255
H 3.1471 -2.6160 3.5587
```

The value obtained for the electronic energy is -2174.95631 hartree. Its HOMO energy (spin up / spin down) is -8.15 / -10.58 eV. The multiplicity is 5. As for the net charge: +1.

The following is a DFT calculation (ωB97M-V/def2-TZVPD) of C35H30FN3PPdS2Si as an isolated structure in a non-equilibrium geometry.

The geometry in XYZ format:
```
74
C35H30FN3PPdS2Si | the OMol25 dataset | ωB97M-V/def2-TZVPD
C 1.8819 5.0180 0.7300
P -0.6157 1.0935 0.4799
C -1.9887 1.4065 -1.8700
C -2.1058 -1.7744 -1.7446
H 0.1070 3.1758 4.9086
C -1.0489 3.7306 1.2781
C 1.6909 -4.5492 -1.0204
C -1.1330 4.7630 2.1931
C -1.0813 -4.4355 -2.8122
C 3.0231 1.3248 -0.9073
H -0.7975 5.3740 4.2177
H -3.0394 -2.8690 2.3168
H 1.0900 -2.4111 3.3405
H 2.6670 -6.4114 -0.7380
C -3.0319 1.7930 -2.6877
C 2.2507 3.7620 0.1962
S 3.3861 -0.0858 -1.8828
C -2.1189 -2.3068 2.2717
C 3.6027 1.7285 0.2874
H -0.7598 -1.6232 -4.7136
C 2.6288 -5.3734 -0.4490
H -1.3744 3.8896 0.2587
S 1.3885 1.3477 -2.9497
C 0.1997 -2.0568 2.8440
C -0.2158 3.3383 3.8916
H -5.0129 2.5850 -2.7581
H -2.9887 -0.7451 1.0926
H 0.9419 3.9825 -1.5053
H 0.2462 1.3409 3.3077
C 3.5403 -4.8928 0.4844
H -2.0073 -4.3940 -3.3791
N 4.0192 3.5995 3.1858
H -2.7994 -2.4891 -1.3128
N 1.5515 6.0417 1.1209
H -1.2856 -5.0033 -1.9082
C 1.6650 3.3560 -1.0043
H 0.5807 -0.8743 -3.8584
C 3.6607 3.3109 2.1375
H -1.8314 -1.0611 -0.9722
C 1.5988 -3.1656 -0.6987
C -4.2062 2.2595 -2.1215
C -3.2971 1.9337 0.0834
C 2.0200 2.1221 -1.5159
H -2.9219 1.7410 -3.7598
H 4.2864 -5.5438 0.9117
C 3.4930 -3.5509 0.8438
H -5.2626 2.6658 -0.3078
F 2.5537 -1.4072 0.6159
C 0.2324 -0.8625 2.1541
H -0.9907 -3.7357 3.4043
C -2.1067 1.4861 -0.4843
H -2.6347 -1.2457 -2.5319
C -0.5795 2.4777 1.6760
H 1.1472 -0.2768 2.1144
N 0.7271 -2.3236 -1.2547
H 4.1933 -3.1406 1.5553
H -1.5236 5.7201 1.8821
C -4.3409 2.3119 -0.7417
C -0.7211 4.5689 3.5033
H -3.3943 1.9973 1.1587
C -0.9123 -0.3811 1.5116
H -0.3675 -4.9860 -3.4173
C 3.1797 2.9320 0.8605
C -0.9755 -2.7895 2.8883
H -1.0635 1.0232 -2.2994
H 1.0090 -4.9486 -1.7451
C 0.0741 -1.8189 -4.0481
Pd 0.9772 -0.1450 -0.8966
C -2.0956 -1.1056 1.5824
H 4.3698 1.1347 0.7609
H 0.7659 -2.4711 -4.5712
Si -0.5404 -2.6429 -2.4314
C -0.1344 2.2974 2.9843
C 2.5555 -2.7356 0.2647
```

The value obtained for the electronic energy is -3170.70378 hartree. Its HOMO energy (spin up / spin down) is -10.91 / -11.35 eV. The multiplicity is 5. As for the net charge: +1.

The following is a DFT calculation (ωB97M-V/def2-TZVPD) of C35H30N11O5Re as an isolated structure.

The geometry in XYZ format:
```
82
C35H30N11O5Re | the OMol25 dataset | ωB97M-V/def2-TZVPD
C -0.5954 0.8087 0.5085
C 2.1042 2.5371 0.1566
H -3.1859 -1.9214 -4.4127
H -3.3337 0.3917 -3.1066
H 2.4747 -3.2954 -1.9543
H -4.1201 -5.5460 -0.4342
C -0.6115 0.3278 2.8585
C 0.2459 -0.7484 2.5773
O -3.3643 -3.4486 -1.5875
H -3.4426 3.1907 8.4323
H -2.5268 -6.0659 -0.0139
C -1.0613 0.6940 4.1731
C 1.7179 -1.4399 -4.5981
N 7.4050 -0.3987 -0.1325
C -0.2752 -5.2051 -1.4947
H -3.1869 -0.7824 -1.7885
N 0.2562 -0.2169 0.2426
C 0.4759 3.6580 -1.2413
H -0.7990 -0.1907 8.2374
H 2.3789 5.7126 2.5592
H -0.6120 -6.2327 -1.5510
O -1.1862 -1.5734 -4.0425
C 2.4286 -0.0193 -6.3832
C -2.8480 2.6816 6.4575
N 5.1321 -1.3284 -0.4593
C 6.3429 -0.8150 -0.2761
C -2.1244 1.4862 8.4482
H 2.0792 2.9242 -3.4962
C -0.6637 -2.8782 -1.1696
N 0.6021 -2.5642 -1.4597
C -3.0119 -0.6156 -2.8496
H 1.4347 -2.4083 -4.2132
H -0.0843 3.7104 -2.1674
H 2.5809 2.0660 -5.8308
H 2.4468 3.4112 2.0770
H 2.8110 1.7315 0.3070
H 1.7801 -5.6670 -1.9611
C -1.3575 0.5917 7.7425
C 1.0570 -4.8939 -1.7431
C 0.9460 4.4837 0.9684
H 2.1556 -2.1451 -6.5688
N -3.1210 -5.4096 -0.4919
C 1.8592 1.8975 -3.2141
N -0.7077 0.0777 5.3498
C -2.6488 -4.3174 -1.0817
Re 1.1147 -0.4553 -1.6715
C 1.4520 -3.5728 -1.7374
C 1.3896 2.6334 -1.0269
H 1.3029 -1.8126 1.0582
H -0.0960 -0.7094 5.4762
C -1.0481 1.0954 1.7624
C 0.6373 -0.9905 1.2854
H -3.4027 3.4682 5.9657
H -2.1699 1.4040 9.5257
C 0.5345 5.4142 2.0832
O -0.7376 -0.1417 -2.3734
O 1.4912 5.8578 2.9082
C 1.9569 0.8284 -4.2058
H 0.6180 -1.4003 3.3552
C -1.5324 -0.8195 -3.1603
H -0.9054 1.4044 -0.3379
C -2.0711 1.7791 5.7099
C 2.1096 -1.2814 -5.9208
H -1.7217 1.9241 1.9330
H -4.6713 -1.2637 -3.9918
N -3.7882 -1.6212 -3.6294
H -1.3223 -2.0655 -0.8979
C 2.3443 1.0614 -5.5064
N 1.6528 -0.4153 -3.7481
N 2.8800 -0.7688 -1.1234
C 0.2410 4.5707 -0.2277
H -3.9382 -2.4595 -3.0404
H -0.5065 5.3447 -0.3406
C 4.0274 -0.9883 -0.7787
C -1.1549 -4.1711 -1.2137
H 2.7353 0.1324 -7.4095
C -2.8611 2.5192 7.8161
C -1.3449 0.7585 6.3560
N -1.8746 1.7117 4.3619
N 1.5314 1.5958 -2.0137
O -0.6158 5.6936 2.2389
C 1.8970 3.4852 1.1467
```

The value obtained for the electronic energy is -2407.79105 hartree. Its HOMO energy (spin up / spin down) is -14.19 / -14.20 eV. The multiplicity is 2. As for the energy above the lowest of the compared OMol25 structures with the same formula, charge and spin: 0.0000 eV. As for the net charge: +3.

The following is a DFT calculation (ωB97M-V/def2-TZVPD) of C35H30N3PSc as an isolated structure in a non-equilibrium geometry.

The geometry in XYZ format:
```
70
C35H30N3PSc | the OMol25 dataset | ωB97M-V/def2-TZVPD
C 4.3462 3.1019 -2.0975
C -0.6332 -2.6501 2.9053
C 3.3331 2.3221 -1.5598
C 0.4901 -1.9043 -1.5324
C 4.3841 3.3328 -3.4640
N -1.6436 0.9397 1.1457
C 1.7869 -3.7069 -2.5412
H 0.0171 -4.0115 -1.4076
H -3.7778 2.1032 -4.2764
C -1.6685 -2.9895 2.0274
C -2.5085 -4.0666 2.2974
C -1.2832 -4.5814 4.2681
H -2.6919 3.6479 -2.6803
C 2.7017 -2.8062 -3.0669
H 2.1789 0.3514 4.9778
H -1.7611 -2.9677 0.0234
Sc -0.4651 -0.7137 0.0249
H -0.5687 2.9998 -1.5922
C 3.4145 2.7863 -4.2955
H -4.3873 1.6874 2.9486
C -2.8447 1.8252 -3.8039
C -2.8464 0.8467 1.7376
H -2.7287 4.9004 3.5590
H -0.6054 -0.7177 -3.7265
C -3.4147 1.8339 2.4978
N -1.9390 -2.2836 0.7617
C -1.4516 3.1358 2.0980
C 2.4013 2.0050 -3.7656
H -4.1365 3.9599 3.8622
H 3.3749 0.9015 2.8729
C 0.8990 -1.0816 1.5863
P 1.0899 0.7154 -1.6429
C 1.4323 -1.0190 -2.1123
H 0.3837 -3.3235 4.6580
C -1.0546 2.3217 -2.2862
H 3.4531 2.9738 -5.3606
C 2.5217 -1.4459 -2.8606
H 3.2899 2.1342 -0.4932
N -3.2339 4.0434 3.4317
H 5.1722 3.9440 -3.8839
C 2.3627 1.7699 -2.3941
H 2.5086 0.0705 0.7399
C -2.2546 0.6051 -4.0990
C 0.7847 -0.9494 4.0082
C 0.7004 -3.2608 -1.7976
C 2.5017 0.2611 2.8566
H -0.8571 4.0295 2.2357
H 1.9267 -4.7696 -2.6984
H 0.0150 2.1522 0.9132
H 1.6401 1.5789 -4.4082
H -3.3875 -0.0804 1.5955
C 1.8472 -0.0639 4.0347
H -3.3102 -4.2913 1.6011
C -2.2383 2.6903 -2.9021
H 3.5525 -3.1639 -3.6319
H -2.7238 -0.0584 -4.8142
C 2.0005 -0.2161 1.6537
H 0.2935 -1.2078 4.9384
H 5.1020 3.5308 -1.4526
C -2.3383 -4.8589 3.4139
H -1.0967 -5.2040 5.1328
C 0.3347 -1.5106 2.8053
H -2.9414 -2.1290 0.7225
C -2.7197 3.0395 2.6980
H 3.2180 -0.7284 -3.2788
C -0.9729 2.0894 1.3562
H -3.0034 -5.6909 3.6008
C -0.4507 1.0937 -2.5788
C -1.0625 0.2349 -3.4900
C -0.4574 -3.5069 4.0051
```

The value obtained for the electronic energy is -2617.91628 hartree. Its HOMO energy is -10.52 eV. The multiplicity is 1. As for the energy above the lowest of the compared OMol25 structures with the same formula, charge and spin: 0.3966 eV. As for the net charge: +1.

The following is a DFT calculation (ωB97M-V/def2-TZVPD) of C35H31N8O2Ru as an isolated structure.

The geometry in XYZ format:
```
77
C35H31N8O2Ru | the OMol25 dataset | ωB97M-V/def2-TZVPD
C -1.9644 -2.3006 0.6741
N 0.0130 -2.8348 -0.8537
H 3.2444 -3.3693 0.2028
H 2.2030 -1.4910 2.0885
H -5.9964 0.1246 0.6509
C 0.7948 -4.6406 0.7806
O 2.2158 1.1660 2.8030
H 0.7657 -1.4872 3.0946
H 2.8312 0.1348 0.1366
H 2.6289 4.4126 -0.7496
Ru -0.3697 0.0520 0.0606
C -0.8904 4.1766 -0.7371
C -2.8309 1.2353 0.7939
C -4.2119 1.2961 0.7749
N 1.2913 0.0770 -1.2404
C -1.0887 5.1993 0.0783
C -0.5746 -5.2704 0.4308
H -1.5740 -5.1032 2.4055
C 2.5124 3.4687 -0.2127
H -1.1899 -3.5179 -2.4787
H -3.2842 -3.5961 1.6361
H -3.0624 3.3062 2.4376
H -1.6614 -5.7111 -1.4721
C 0.6310 2.3776 1.4990
C 0.1647 -3.8277 1.9380
H 0.4945 -3.8905 2.9720
H 2.6412 -2.2660 -1.0541
C 0.4109 3.5105 2.5167
H 1.7861 5.1906 1.7269
C -2.0628 3.2075 2.0273
H -4.7271 2.2440 0.8352
C 1.5068 -0.2115 -4.9996
C 1.1792 3.4545 0.4723
C -2.8884 -1.1474 0.6133
C 3.5869 0.0458 -1.8730
N 0.3773 0.4293 -5.4061
H -0.1097 -0.0223 -2.7645
C -2.2681 -3.4383 1.2933
C -1.2267 -4.4407 1.6175
H -1.4106 4.0594 -1.6791
H -1.2732 4.6669 3.3918
C 1.1059 -3.3275 0.0309
C 3.2348 -0.0403 -3.2067
H 2.6086 -4.0110 -1.3063
C -0.4537 5.2174 1.4299
C -1.0795 -4.9709 -0.9374
H -0.6174 -6.3338 0.6479
H 2.5980 2.6610 -0.9326
H 4.6222 0.0554 -1.5625
C -4.2708 -1.1366 0.6128
O 2.1751 -0.9317 -5.7003
N -0.5883 -2.0141 0.2626
C 2.4802 -3.2218 -0.5624
C -1.0001 4.1315 2.4894
N -2.2400 0.0315 0.6644
H 3.3219 3.4011 0.5160
H -0.5226 6.1731 1.9386
H 0.1644 0.3682 -6.3906
C 0.4987 -2.5040 1.2172
C -1.8569 2.3173 1.0660
H 0.8930 3.3234 3.4725
C 0.9527 0.0222 -2.5361
C -4.9147 0.0971 0.6755
N 0.7372 -0.0676 1.5614
C -0.8307 -3.7929 -1.4953
H -4.8372 -2.0545 0.5496
C 2.5885 0.0968 -0.9167
C 0.9294 4.5561 1.5159
C 1.1133 -1.3956 2.0622
N 0.0365 3.1352 -0.4356
N -0.5018 2.0891 0.5419
C 1.8867 -0.0332 -3.5497
H 0.0632 1.2552 -4.9263
H 3.9771 -0.1268 -3.9898
H -1.8141 5.9607 -0.1815
H 1.6353 -5.3154 0.9150
C 1.2917 1.1168 2.0289
```

The value obtained for the electronic energy is -2035.07770 hartree. Its HOMO energy (spin up / spin down) is -14.20 / -14.17 eV. The multiplicity is 2. As for the energy above the lowest of the compared OMol25 structures with the same formula, charge and spin: 7.2515 eV. As for the net charge: +2.

> What is the electronic energy in the fifth record?

-2617.91628 hartree